P:
Computed, not measured: a structure of composition C6H10O2, with wB97M-V/def2-TZVPD.

The geometry in ORCA input format:
```
! wB97M-V def2-TZVPD RIJCOSX def2/J DEFGRID3
* xyz 0 1
C -0.7843 -0.2695 0.7192
C -1.9770 -0.0362 1.5665
C -0.4865 0.1042 -1.6087
C 2.3104 -0.8152 -0.3801
C 0.0329 0.6209 -0.1659
C 1.1976 -0.1695 0.3737
O 0.2888 -0.9860 1.0786
O -0.1011 2.0012 -0.1298
H 0.2627 2.3086 0.7084
H -1.7726 -0.3381 2.5938
H -2.2551 1.0193 1.5717
H -2.8304 -0.6083 1.2000
H 0.1396 0.6644 -2.3003
H -0.3273 -0.9598 -1.7477
H -1.5234 0.3865 -1.7773
H 2.9138 -0.0424 -0.8547
H 1.9694 -1.5081 -1.1580
H 2.9426 -1.3718 0.3107
*
```

## Properties
Kohn-Sham gap (alpha / beta), eV: 7.196 / 8.476
E_HOMO (alpha / beta), eV: -6.946 / -7.575

Q:
Computed, not measured: a structure of composition C6H10O2, with wB97M-V/def2-TZVPD.

The geometry in ORCA input format:
```
! wB97M-V def2-TZVPD RIJCOSX def2/J DEFGRID3
* xyz 0 1
C 0.9708 -0.1097 -0.0685
C 0.9254 1.3898 0.1047
C -0.6580 1.4060 -0.1947
C -0.9832 -0.1028 -0.0118
C -0.0212 -0.7695 -0.9769
C -0.1618 -0.5204 1.0797
H 2.4237 -1.3901 0.8189
H 1.3079 2.0336 -0.7104
H 1.2086 1.7415 1.1798
H -0.8928 1.2502 -1.4409
H -1.4438 2.2832 0.3686
H -2.2952 -1.3785 0.4222
H -0.1691 -1.6846 -0.7962
H 0.2031 -0.5743 -2.0049
H -0.0031 -1.6476 0.8039
H 0.0237 0.1029 2.1019
O 2.3141 -0.6230 -0.0781
O -2.4135 -0.4390 0.0358
*
```

## Properties
Kohn-Sham gap, eV: 10.340
E_HOMO, eV: -9.799

The relative energies come out as P 0.0; Q 190.2, with values in kJ/mol.

P:
Computed, not measured: a structure of composition C6H10O2, with wB97M-V/def2-TZVPD.

The geometry in ORCA input format:
```
! wB97M-V def2-TZVPD RIJCOSX def2/J DEFGRID3
* xyz 0 1
C -0.0929 -0.6400 0.2499
C 1.2814 1.6607 -1.0570
C -0.4845 -1.4460 1.4860
C -0.8411 -1.0966 -1.0013
O 1.3146 -0.7923 0.1394
O 1.7695 -0.1517 -0.9953
C -0.3149 0.8438 0.4785
C -0.7601 1.7201 1.1939
H 1.4491 1.5320 -2.1184
H 2.1426 2.0001 -0.4937
H 0.4971 2.4028 -1.0288
H 0.0903 -1.1102 2.3469
H -0.2723 -2.5002 1.3085
H -1.5459 -1.3244 1.6899
H -0.5673 -0.4938 -1.8624
H -1.9149 -1.0145 -0.8394
H -0.5748 -2.1328 -1.2131
H -1.1759 2.5432 1.7164
*
```

## Properties
Kohn-Sham gap (alpha / beta), eV: 9.100 / 9.101
E_HOMO (alpha / beta), eV: -9.196 / -9.197

Q:
Computed, not measured: an isolated molecule of C6H10O2, with wB97M-V/def2-TZVPD.

The geometry in ORCA input format:
```
! wB97M-V def2-TZVPD RIJCOSX def2/J DEFGRID3
* xyz 0 1
C 0.4862 -1.7496 0.0507
C 0.6849 -0.2724 -0.2079
O 0.8864 0.2415 -1.4922
C 1.9014 0.1592 0.7885
O 2.9267 0.5326 0.3441
C -0.5084 0.5119 0.3976
C -1.3267 1.4792 -0.4772
C -2.0029 0.2621 0.1132
H -0.6237 -2.0582 0.2271
H 0.7720 -2.3525 -0.8383
H 1.1794 -2.0394 0.8596
H 1.8195 0.5307 -1.5672
H 1.6756 -0.0211 1.8046
H -0.2436 1.0835 1.1992
H -0.8639 1.3106 -1.4276
H -1.5814 2.4858 -0.1345
H -2.7831 0.4725 0.8645
H -2.3983 -0.5764 -0.5042
*
```

## Properties
SMILES: C[C@](O)(C=O)C1CC1
Kohn-Sham gap, eV: 10.764
E_HOMO, eV: -9.891

R:
Computed, not measured: a structure of composition C6H10O2, with wB97M-V/def2-TZVPD.

The geometry in ORCA input format:
```
! wB97M-V def2-TZVPD RIJCOSX def2/J DEFGRID3
* xyz 0 1
C -0.2790 0.6040 -0.3177
C 0.9959 1.2106 0.3607
C 2.1784 1.2897 -0.3851
C 2.4995 -0.0355 -0.2492
C 1.5521 -1.0227 0.2104
C 0.3279 -0.2838 0.6468
H 0.0767 0.2983 -1.3204
H 0.4843 2.0592 0.9019
H 2.7253 2.1850 -0.6130
H 3.4862 -0.2753 -0.2492
H 1.8381 -2.0065 0.6382
H -0.1855 -0.7047 1.4545
H -1.3524 0.7670 -0.4774
H -3.9894 0.0583 0.7431
O -2.9930 0.0388 0.7224
H -2.7435 -0.6990 -0.3961
H -2.3533 -2.1267 -0.5478
O -2.2681 -1.3568 -1.1219
*
```

## Properties
Kohn-Sham gap, eV: 3.714
E_HOMO, eV: -7.162

The relative energies come out as P 509.9; Q 0.0; R 583.8, with values in kJ/mol.

P:
Computed, not measured: an isolated molecule of C6H10O2, with wB97M-V/def2-TZVPD.

The geometry in ORCA input format:
```
! wB97M-V def2-TZVPD RIJCOSX def2/J DEFGRID3
* xyz 0 1
C -2.2286 0.4056 -0.3183
C -1.0667 0.1439 0.2817
O -0.4622 -1.0948 -0.3163
C 0.9430 -1.3223 0.1865
C 1.9645 -0.2808 -0.3432
C 0.9637 0.8683 -0.6699
O 0.9609 2.1351 0.0051
C 0.2405 1.0675 0.5020
H -2.2860 0.6023 -1.5357
H -3.0522 -0.3391 -0.2116
H -2.4762 1.3289 0.1587
H -1.5728 -0.2520 1.2646
H 0.9408 -2.3507 0.0395
H 0.9685 -1.5167 1.4302
H 2.6809 -0.7766 -1.1194
H 2.5466 -0.0665 0.5617
H 0.3614 0.5838 -1.4860
H 0.5741 0.8641 1.5706
*
```

## Properties
SMILES: C[C@H]1OCC[C@@H]2O[C@H]21
Kohn-Sham gap, eV: 10.437
E_HOMO, eV: -9.460

Q:
Computed, not measured: an isolated molecule of C6H10O2, with wB97M-V/def2-TZVPD.

The geometry in ORCA input format:
```
! wB97M-V def2-TZVPD RIJCOSX def2/J DEFGRID3
* xyz 0 1
C 2.7524 -0.3435 0.0427
O 1.5049 0.3496 -0.7206
C 0.3544 0.3240 -0.1017
C -0.4180 1.4692 0.7416
C -0.9546 1.0194 -0.7235
C -1.8149 -0.1758 -0.2030
C -1.0450 -1.4607 -0.1071
O 0.2271 -1.0688 0.3081
H 2.9413 0.2828 1.0797
H 2.7613 -1.4317 0.2563
H 3.5126 0.1168 -0.8203
H -0.0111 2.6185 0.7905
H -1.0322 1.1085 1.5591
H -1.0916 1.7292 -1.4402
H -2.4519 -0.1395 0.6044
H -2.6073 -0.5038 -0.9577
H -1.5058 -2.1453 0.8911
H -1.1216 -1.7489 -1.1993
*
```

## Properties
SMILES: CO[C@@]12C[C@@H]1CCO2
Kohn-Sham gap, eV: 9.768
E_HOMO, eV: -8.743

R:
Computed, not measured: a structure of composition C6H10O2, with wB97M-V/def2-TZVPD.

The geometry in ORCA input format:
```
! wB97M-V def2-TZVPD RIJCOSX def2/J DEFGRID3
* xyz 0 1
C 1.7962 1.2365 -1.2257
C 0.1861 1.1072 -1.0360
C -0.3090 -0.0605 -0.6958
C -1.4713 -1.4126 0.3786
C -0.1739 -1.2834 1.2561
C -0.4662 0.8980 0.4071
H 1.6744 2.5093 -1.3355
H 2.5033 0.4964 -2.1502
H 2.2934 0.7323 0.1564
H -0.1421 2.0042 -1.6086
H 0.5048 -0.6018 -0.4221
H -2.0847 -0.4871 1.1172
H -2.0649 -2.2979 0.4442
H -0.5670 -1.2413 2.3292
H 0.6859 -1.8927 1.2073
H -1.3545 1.3269 0.8869
O -1.3326 -1.1567 -0.9674
O 0.3220 0.1233 1.2581
*
```

## Properties
Kohn-Sham gap, eV: 10.270
E_HOMO, eV: -9.367

The relative energies come out as P 25.1; Q 0.0; R 430.9, with values in kJ/mol.

P:
Computed, not measured: the ion C9H21N2 with charge +1, with wB97M-V/def2-TZVPD.

The geometry in ORCA input format:
```
! wB97M-V def2-TZVPD RIJCOSX def2/J DEFGRID3
* xyz 1 1
C -2.0284 1.5299 -1.3578
N -1.3411 1.5203 0.0317
C -0.9572 -0.0199 0.4688
C -1.7096 -0.4396 1.7572
N -0.7095 -0.7309 -0.6849
C -1.2555 -2.0267 -0.9427
C 0.4874 -0.3647 0.2188
C 1.1605 -1.4195 1.1101
C 1.4538 0.6197 -0.4584
C 2.0566 1.6178 0.5884
C 2.5252 -0.2610 -1.1191
H -1.6098 0.9142 -2.2011
H -2.9573 0.9474 -1.0527
H -2.3042 2.5533 -1.6281
H -1.9606 2.0175 0.6446
H -0.4715 2.0462 -0.0026
H -2.8083 -0.3763 1.5710
H -1.1759 -0.1204 2.6070
H -1.7462 -1.6228 1.8428
H -2.4028 -1.9856 -0.5842
H -1.1530 -2.1222 -2.0182
H -0.8043 -2.8399 -0.3033
H 2.1214 -1.9566 0.5354
H 0.4330 -2.2143 1.4167
H 1.5379 -0.8258 1.9386
H 0.8797 1.3017 -1.1473
H 2.9287 2.2118 0.2720
H 2.4497 1.0590 1.3885
H 1.3397 2.2878 1.1773
H 2.9600 0.2660 -2.0302
H 1.8413 -0.9436 -1.5992
H 3.2206 -0.6228 -0.4391
*
```

## Properties
SMILES: C[NH2+][C@@]1(C)N(C)[C@@]1(C)C(C)C
Kohn-Sham gap, eV: 10.522
E_HOMO, eV: -13.276

Q:
Computed, not measured: the ion C9H21N2 with charge +1, with wB97M-V/def2-TZVPD.

The geometry in ORCA input format:
```
! wB97M-V def2-TZVPD RIJCOSX def2/J DEFGRID3
* xyz 1 1
C 2.9099 -0.8131 -1.1504
N 1.6671 -0.7717 -0.2433
C 2.0959 -1.5214 1.0295
C 0.9757 0.5681 -0.3046
C 1.3295 1.6206 0.7815
C -0.1369 1.7055 1.1753
N -0.4797 0.4690 0.4686
C -1.7601 0.0234 -0.1015
C -2.5161 1.0484 -0.9807
C -1.3113 -1.2022 -0.9479
C -2.6604 -0.2751 1.1107
H 2.6428 -1.2946 -2.0652
H 2.9979 0.2195 -1.3561
H 3.7223 -1.1967 -0.6731
H 0.8427 -1.3464 -0.4788
H 1.2507 -1.7563 1.7139
H 2.4092 -2.5304 0.6273
H 2.8757 -1.0339 1.4270
H 0.9461 0.9612 -1.3162
H 1.6758 2.5342 0.3409
H 2.0969 1.3076 1.5511
H -0.3037 1.5877 2.2131
H -0.6127 2.5930 0.7672
H -2.9510 1.6908 -0.2703
H -1.8837 1.5691 -1.6088
H -3.2126 0.4922 -1.4730
H -0.8290 -1.9789 -0.3062
H -0.5341 -0.8777 -1.6089
H -2.0504 -1.7896 -1.5258
H -2.1841 -1.0612 1.7068
H -2.6397 0.6082 1.6732
H -3.5274 -0.5643 0.6930
*
```

## Properties
SMILES: C[NH+](C)[C@@H]1CCN1C(C)(C)C
Kohn-Sham gap, eV: 9.704
E_HOMO, eV: -12.338

The relative energies come out as P 17.1; Q 0.0, with values in kJ/mol.